Here is the ion C6H12N2 with charge +2 at a distorted geometry from the OMol25 dataset. Energies are from ωB97M-V with the def2-TZVPD basis set.

Computed properties:
* structure (SMILES): CC[N+]1(C(C)=[NH2+])C=C1
* charge: +2
* largest force on an atom: 5.2 eV Å⁻¹

The geometry in XYZ format:
```
20
Properties=species:S:1:pos:R:3:forces:R:3
C -1.1810 -0.1072 1.8191 -0.77 1.64 -1.68
C -1.3074 1.0668 1.3079 -0.29 -2.94 1.60
C 0.8921 0.3327 0.5045 -0.93 0.06 1.92
C 1.5118 0.6196 1.7630 -0.08 2.40 1.13
C -0.8672 -1.7934 -1.2197 -1.47 0.82 -2.33
C -1.1457 -0.3535 -0.8324 4.97 -0.04 -1.60
N 1.5463 0.2676 -0.5476 2.27 -1.74 -2.84
N -0.4993 0.0956 0.4887 0.03 0.69 -1.34
H -1.4749 -1.0380 2.2083 -0.16 -0.84 1.04
H -1.8581 1.9550 1.2209 -0.17 1.43 -0.48
H 2.0823 1.5984 1.7155 -0.25 -1.28 0.11
H 0.7255 0.7426 2.4929 0.38 0.26 0.42
H 2.0780 -0.2116 2.0974 1.12 -0.75 0.19
H 0.1280 -1.9326 -1.6725 -0.63 -0.42 0.20
H -1.1000 -2.4094 -0.4215 0.30 -1.50 1.87
H -1.7335 -2.1328 -1.9249 1.85 0.88 0.60
H -2.0898 -0.1811 -0.6422 -5.01 0.77 0.61
H -0.7821 0.3751 -1.6182 -0.56 -0.60 0.89
H 2.5743 0.2130 -0.4971 -0.35 0.63 0.02
H 1.1979 -0.2173 -1.3692 -0.25 0.50 -0.32
```
Forces are in eV/Å.

Here is a structure of composition C28H22Br2F5N5ORuS2 from the OMol25 dataset. Energies are from ωB97M-V with the def2-TZVPD basis set.

Computed properties:
* 2S+1: 5
* charge: +2
* largest force on an atom: 1.0 eV Å⁻¹

The geometry in XYZ format:
```
66
Properties=species:S:1:pos:R:3:forces:R:3
Ru -0.1646 1.5876 -0.2990 0.63 -0.18 0.38
C -1.4041 4.6486 -0.0919 0.35 0.00 0.12
C -2.4719 3.6254 -0.2450 -0.16 0.22 0.03
C -3.8276 3.9676 -0.0972 0.00 -0.20 -0.07
C -4.8040 3.0179 -0.2456 0.21 0.09 0.03
C -4.4382 1.6999 -0.5797 0.72 0.21 0.02
C -5.3544 0.6351 -0.8117 -0.65 -0.04 0.03
Br -7.2026 0.8716 -0.5106 0.70 -0.08 -0.16
C -4.9085 -0.5889 -1.2846 0.14 -0.37 -0.10
C -3.5581 -0.8413 -1.4371 -0.22 -0.62 -0.18
Br -2.9153 -2.4638 -2.1334 -0.32 0.21 0.24
C -2.5729 0.1094 -1.0496 0.48 -0.06 -0.09
O -1.3460 -0.1584 -1.0435 -0.47 0.09 0.05
C -3.0587 1.4318 -0.7094 -0.81 0.46 0.05
N -2.1165 2.3824 -0.5377 -0.47 -0.09 0.10
H -1.6051 5.3044 0.7536 -0.04 0.00 0.02
H -1.3752 5.2713 -0.9886 0.11 -0.01 -0.02
H -0.4196 4.1769 0.0547 -0.35 0.29 -0.08
H -4.0766 4.9878 0.1451 -0.07 0.10 0.03
H -5.8439 3.2747 -0.1121 -0.07 0.00 -0.01
H -5.6232 -1.3605 -1.5250 -0.06 -0.07 -0.02
F 1.9661 2.4132 1.6893 0.60 -0.17 0.12
C 2.3563 1.1962 1.2265 -0.22 -0.04 -0.25
C 1.5389 0.6135 0.2657 0.35 -0.31 0.35
C 1.9447 -0.6363 -0.1784 -0.03 0.35 0.04
F 1.1980 -1.2566 -1.1148 0.18 -0.30 0.15
C 3.0999 -1.2692 0.2640 -0.18 0.16 -0.01
F 3.4329 -2.4559 -0.2392 0.12 0.04 0.12
C 3.8856 -0.6519 1.2359 -0.24 0.05 -0.03
F 4.9726 -1.2525 1.6974 -0.12 0.10 -0.04
C 3.4975 0.5932 1.7369 -0.23 0.05 -0.02
F 4.1898 1.1738 2.7214 0.03 -0.08 -0.16
C 2.3659 1.4423 5.6482 0.33 0.23 0.16
C 1.5174 0.5971 4.7871 -0.17 -0.54 -0.14
C 1.4742 -0.7840 4.7979 -0.14 0.19 -0.13
C 0.6362 -1.4535 3.8905 0.40 0.64 0.21
N -0.0639 -0.7668 2.9863 -0.21 -0.31 -0.18
C -0.0317 0.5390 2.9960 0.10 0.25 0.21
S -1.0669 1.4586 1.9714 -0.19 0.56 -0.76
N 0.7227 1.2284 3.8917 0.03 -0.35 0.05
C 0.4837 -2.9218 3.8979 -0.02 -0.33 0.04
H 2.6962 0.9105 6.5342 -0.04 -0.04 0.06
H 1.8483 2.3539 5.9412 -0.06 0.01 0.09
H 3.2566 1.7437 5.0913 0.01 -0.03 -0.03
H 2.0567 -1.3478 5.5076 0.11 0.05 0.12
H 0.7032 2.2453 3.8664 -0.02 -0.19 -0.11
H 0.2720 -3.2651 4.9101 -0.01 -0.06 0.03
H 1.4103 -3.4094 3.5875 0.02 0.03 -0.02
H -0.3225 -3.2157 3.2314 0.04 -0.02 0.01
C 2.2095 -1.9430 -4.1557 0.25 -0.27 0.07
C 1.1623 -0.9102 -4.0286 -0.55 0.17 -0.20
C -0.1148 -1.0532 -4.5353 0.03 0.26 0.24
C -1.0566 -0.0378 -4.3165 0.63 -0.26 0.07
N -0.7490 1.0190 -3.5612 -0.26 0.13 -0.08
C 0.4635 1.1464 -3.0867 0.47 0.14 -0.37
S 0.8988 2.5656 -2.1832 0.07 0.11 0.52
N 1.4383 0.2357 -3.3609 -0.34 -0.15 -0.14
C -2.4006 -0.0533 -4.9299 -0.24 -0.05 -0.17
H 2.0508 -2.5446 -5.0477 0.04 0.05 -0.01
H 2.1519 -2.6107 -3.2915 -0.02 0.03 0.02
H 3.2122 -1.5220 -4.1743 0.05 0.07 -0.06
H -0.3810 -1.9382 -5.0882 0.04 -0.10 -0.10
H 2.3762 0.3899 -2.9977 -0.22 0.06 0.01
H -2.2926 0.1721 -5.9926 -0.04 0.00 -0.07
H -3.0314 0.7137 -4.4894 -0.01 -0.01 0.04
H -2.8720 -1.0312 -4.8522 0.01 -0.04 -0.01
```
Forces are in eV/Å.

Here is a structure of composition C19H44CuN16O10 at a distorted geometry from the OMol25 dataset. Energies are from ωB97M-V with the def2-TZVPD basis set.

Computed properties:
* 2S+1: 2
* largest force on an atom: 2.0 eV Å⁻¹

The geometry in XYZ format:
```
90
Properties=species:S:1:pos:R:3:forces:R:3
Cu -43.4474 12.9960 -6.1916 -0.21 0.29 -1.98
N -42.1796 10.3671 -6.7608 -0.59 -0.40 -0.55
O -41.4474 9.4652 -6.4527 0.55 -0.29 0.40
O -42.0773 11.4827 -6.1325 -0.56 1.27 0.23
O -43.0188 10.2324 -7.6669 -0.04 0.58 0.35
C -43.5557 12.8531 -9.1467 -0.02 -0.11 -0.82
O -43.3737 13.7676 -8.1107 -0.06 -0.06 1.06
H -42.5965 12.5227 -9.5856 -0.07 -0.45 0.34
H -44.1693 11.9940 -8.8581 0.29 -0.09 -0.01
H -44.0712 13.2782 -10.0343 -0.13 0.40 0.43
C -45.8740 16.7792 -10.2049 0.01 -0.98 -0.59
O -46.6894 15.8591 -10.2319 -0.09 0.20 0.34
N -46.1413 17.9965 -10.7716 0.39 -0.01 0.49
N -44.6251 16.6081 -9.6809 -0.58 1.09 -0.57
H -45.4352 18.7070 -10.8148 -0.05 0.09 -0.11
H -46.9805 18.1029 -11.3065 -0.09 -0.08 0.02
H -44.0024 17.3954 -9.7191 0.46 -0.32 0.35
H -44.3543 15.7105 -9.3281 0.26 0.04 0.11
C -41.6313 11.5285 -14.0339 -0.06 0.87 0.64
O -42.8389 11.3820 -14.2201 0.53 -0.05 -0.37
N -40.7495 11.7434 -15.0579 -0.43 -0.25 0.24
N -41.1348 11.6328 -12.7545 -0.22 -0.28 -1.11
H -39.7561 11.7801 -14.9441 0.05 0.03 0.10
H -41.1412 11.8649 -15.9735 0.00 -0.17 -0.05
H -41.8161 11.5919 -12.0206 0.16 -0.18 0.21
H -40.1644 11.7815 -12.5632 0.03 -0.03 0.22
C -39.5037 13.9254 -9.7042 0.41 0.49 0.43
O -38.2993 13.7628 -9.5910 -0.46 0.03 -0.27
N -40.1314 14.0966 -10.9237 0.06 -0.32 1.49
N -40.3294 14.0735 -8.5890 0.29 0.23 -1.27
H -41.1245 14.2276 -10.8986 -0.06 0.07 -0.65
H -39.5797 13.9921 -11.7499 -0.16 0.05 -0.20
H -41.3078 13.8239 -8.6385 -0.06 0.10 0.51
H -39.8303 14.1200 -7.7203 -0.16 -0.41 0.16
C -43.3519 7.5387 -9.9389 -0.07 0.13 -0.35
O -43.5682 6.6756 -10.7730 0.19 -0.03 0.03
N -42.5771 7.3435 -8.8291 -0.01 0.24 0.51
N -43.8449 8.8213 -10.0695 0.14 -0.38 0.40
H -42.5386 8.0120 -8.0760 0.09 0.18 -0.22
H -42.1248 6.4681 -8.6546 -0.24 -0.25 -0.32
H -43.7350 9.4684 -9.3090 0.27 0.12 -0.36
H -44.3268 9.0712 -10.9149 -0.19 -0.13 0.09
C -45.6642 15.1015 -6.0463 1.05 -0.23 -1.02
O -44.6150 14.6119 -5.5612 0.29 -0.47 0.66
N -45.8858 15.0461 -7.3655 -1.37 0.33 0.44
N -46.5390 15.7926 -5.2707 0.40 -0.45 -0.09
H -45.2901 14.5395 -8.0002 0.46 -0.28 0.42
H -46.7509 15.4081 -7.7350 0.13 -0.01 -0.29
H -46.3630 15.7905 -4.2832 -0.09 0.05 0.05
H -47.4216 16.1005 -5.6307 -0.05 0.09 0.04
C -46.1612 11.1829 -6.6426 0.17 -0.66 0.64
O -45.1759 11.8809 -6.3766 -0.52 0.06 -0.02
N -46.0623 10.0636 -7.3992 -0.27 0.86 0.23
N -47.3751 11.4526 -6.0782 0.24 -0.11 -0.43
H -45.2107 9.9386 -7.9195 0.02 -0.24 0.05
H -46.8618 9.4796 -7.5515 0.07 -0.13 -0.26
H -48.1842 10.8968 -6.2795 -0.06 -0.02 0.05
H -47.4202 12.1346 -5.3462 0.05 0.08 0.00
C -45.1104 13.8203 -13.6907 -0.15 -0.21 0.53
C -46.3939 13.2714 -14.3200 0.55 1.21 0.30
C -46.2247 12.2891 -15.4731 -1.33 -0.21 -0.41
C -45.8029 12.9262 -16.7218 0.21 -0.19 0.39
N -45.5054 13.4279 -17.7081 0.12 0.17 -0.24
H -44.4853 13.0669 -13.2081 0.19 -0.11 -0.54
H -45.3556 14.4887 -12.8660 -0.28 0.26 -0.05
H -44.5697 14.4113 -14.4305 0.32 -0.25 0.05
H -46.8503 14.1897 -14.7083 -0.35 -0.33 -0.27
H -47.0982 12.9147 -13.5711 0.21 -0.42 0.01
H -47.2440 11.9336 -15.6813 0.12 -0.07 -0.12
H -45.6719 11.3668 -15.3090 0.39 0.29 0.33
N -41.5073 17.3217 -8.0407 -0.09 0.21 0.13
C -42.5881 17.8343 -7.3821 -0.51 0.05 -0.21
C -42.5587 19.2024 -7.4812 0.25 -0.54 -0.06
C -41.3527 19.5317 -8.1730 -0.57 0.32 0.08
C -40.7451 18.3579 -8.5240 0.10 -0.25 0.06
H -41.3502 16.3379 -8.1936 0.25 -0.01 0.02
H -43.3482 17.2055 -6.9460 0.11 -0.14 -0.05
H -43.3617 19.8369 -7.1467 0.23 0.24 0.17
H -41.0248 20.5418 -8.3539 0.21 -0.11 -0.20
H -39.8291 18.1598 -9.0538 0.01 0.05 0.00
N -45.0582 10.1650 -13.0630 0.38 0.72 0.56
C -45.5006 8.8927 -13.2656 -0.36 0.48 -0.59
C -46.5919 8.6975 -12.4542 0.43 -0.37 0.02
C -46.7144 9.8477 -11.6399 -0.42 -0.09 0.02
C -45.7699 10.7588 -12.0552 -0.18 -0.68 0.41
H -44.2927 10.6598 -13.5193 0.15 -0.52 -0.03
H -45.0391 8.2871 -14.0254 -0.09 -0.14 0.01
H -47.1918 7.8035 -12.4345 0.03 -0.03 0.16
H -47.4118 9.9200 -10.8198 0.00 0.33 -0.05
H -45.4675 11.6807 -11.5884 -0.06 0.20 -0.29
```
Forces are in eV/Å.

Here is a structure of composition C13H23F10KLi2O4P at a distorted geometry from the OMol25 dataset. Energies are from ωB97M-V with the def2-TZVPD basis set.

Computed properties:
* charge: +1
* largest force on an atom: 2.9 eV Å⁻¹

The geometry in XYZ format:
```
54
Properties=species:S:1:pos:R:3:forces:R:3
C 1.3206 0.0488 -1.4471 -0.36 -0.07 0.50
C 0.1243 0.8430 -0.9091 0.61 -0.63 -0.49
C -1.1841 0.4460 -1.5362 -0.26 0.69 0.50
F -1.2592 -1.0109 -1.3266 0.05 -0.31 0.05
P -2.7548 1.1427 -0.6720 0.36 -0.37 -0.22
C -3.8753 0.8383 -2.2197 -0.14 0.29 -0.16
O -5.2564 1.0450 -1.9751 0.18 -0.06 0.06
C -5.8700 0.0014 -1.2457 -0.37 0.07 0.07
C -2.3767 2.9581 -1.1611 0.08 0.02 0.80
C -2.5841 3.9589 -0.0454 -0.05 0.57 -1.24
O -2.7427 5.1174 -0.1937 0.04 -0.06 0.36
F -2.7717 3.4426 1.2189 -0.21 -0.22 0.30
H 1.2539 -1.0046 -1.1648 -0.04 -0.04 -0.24
H 2.2058 0.4811 -0.9258 0.41 0.20 -0.41
H 1.4329 0.1619 -2.5254 0.02 -0.02 -0.02
H 0.1106 0.6775 0.1825 -0.09 0.35 0.07
H 0.3458 1.9017 -1.0423 -0.20 0.07 0.09
H -1.1831 0.6131 -2.6175 0.14 -0.19 -0.03
H -3.1423 -0.2488 -0.2109 0.07 -0.08 0.05
H -1.9783 1.2531 0.5670 -0.06 0.19 0.03
H -3.9262 1.6685 0.1022 -0.57 -0.23 0.01
H -3.6213 1.5300 -3.0276 0.06 0.03 0.05
H -3.6931 -0.1749 -2.6398 -1.17 2.45 0.89
H -5.4332 -0.1449 -0.2559 0.13 -0.09 -0.07
H -6.9196 0.2674 -1.1175 0.04 0.03 -0.08
H -5.8542 -0.9441 -1.8040 0.13 -0.03 0.01
H -1.3656 3.1087 -1.5430 0.03 -0.01 0.04
H -3.0540 3.3294 -1.9306 0.03 -0.10 -0.12
Li -1.0731 -0.8078 0.7192 0.20 -0.02 -0.21
C 4.0632 2.2368 -1.3695 0.21 0.39 -0.55
O 3.5815 1.4022 -0.4116 -0.28 -0.17 0.42
H 4.7624 3.0169 -1.0034 -0.07 -0.08 0.16
H 4.6318 1.7410 -2.1896 -0.05 -0.13 0.11
H 3.2840 2.8295 -1.9194 -0.09 -0.11 0.11
K -2.9617 -1.8131 -2.9611 0.96 -2.57 -0.67
Li -5.0648 2.8762 0.8638 0.43 0.00 -0.02
C 2.5984 -1.9505 3.5238 0.09 0.34 0.54
C 1.5221 -2.8455 2.8991 0.11 0.08 0.15
C 1.9130 -4.2613 2.4784 0.05 -0.17 -0.17
F 2.8480 -4.2482 1.5174 -0.16 -0.12 0.15
F 0.8019 -4.8753 1.9833 0.04 0.03 0.02
F 0.9143 -2.2066 1.8497 -0.28 0.17 -0.17
F 0.5593 -3.0119 3.8561 -0.04 -0.02 -0.04
O 3.2179 -1.0181 2.6890 -0.30 -0.16 -0.49
C 4.3587 -1.3509 1.9772 0.20 0.14 0.28
C 4.1245 -1.2578 0.4753 -0.27 0.19 -0.22
F 3.1172 -2.1380 0.1332 0.13 0.07 0.05
F 5.2457 -1.6676 -0.1583 0.02 -0.06 0.01
F 4.8153 -2.5669 2.3644 0.01 -0.03 -0.09
F 5.2973 -0.4516 2.3057 0.07 -0.08 0.01
H 2.0565 -1.3429 4.2497 -0.04 -0.04 0.01
H 3.3179 -2.5423 4.0919 -0.08 -0.19 -0.14
H 2.2753 -4.8277 3.3399 -0.02 0.02 0.00
H 3.8451 -0.2248 0.1619 0.33 0.06 -0.04
```
Forces are in eV/Å.

Here is an isolated molecule of C6H5NS at a distorted geometry from the OMol25 dataset. Energies are from ωB97M-V with the def2-TZVPD basis set.

Computed properties:
* largest force on an atom: 4.7 eV Å⁻¹

The geometry in XYZ format:
```
13
Properties=species:S:1:pos:R:3:forces:R:3
C 2.4502 0.3809 -1.0932 -1.77 0.72 0.71
C 1.7039 -0.7367 1.2184 2.54 -3.04 2.62
C 2.2259 -0.2988 0.0821 -1.29 2.44 -1.00
C 1.2787 0.7374 -0.5297 0.15 -1.71 -0.27
C -0.3033 0.2404 0.8230 3.45 -0.14 -0.08
C -1.6400 0.7238 0.7533 -1.84 0.19 -0.94
N 0.4603 -0.4268 1.5346 -3.26 1.21 -0.73
S -2.8400 -0.4556 -0.1297 0.84 0.21 0.55
H 3.1070 0.5028 -1.8948 1.05 0.08 -1.01
H 2.1948 -1.4169 1.9173 -0.05 0.14 -0.32
H -1.9304 0.8227 1.7862 -0.52 0.11 0.33
H -1.8644 1.6363 0.1934 0.91 0.03 0.51
H -1.8814 -0.6480 -1.0387 -0.21 -0.25 -0.36
```
Forces are in eV/Å.

Here is an isolated molecule of C5H10 at a distorted geometry from the OMol25 dataset. Energies are from ωB97M-V with the def2-TZVPD basis set.

Computed properties:
* structure (SMILES): C1CCCC1
* largest force on an atom: 3.2 eV Å⁻¹

The geometry in XYZ format:
```
15
Properties=species:S:1:pos:R:3:forces:R:3
C 0.9842 -0.0373 0.8804 1.03 -0.16 -0.67
C -0.3122 -0.7711 1.1187 -1.28 0.69 -1.50
C -1.4198 0.0481 -0.1215 1.44 -1.18 2.03
C -0.4756 0.6734 -1.1580 2.50 -0.57 0.92
C 1.0711 0.2017 -0.6024 -2.40 1.25 -1.72
H 1.0841 0.8495 1.5275 -0.03 -0.18 -0.48
H 1.9823 -0.5399 0.7733 -0.73 -0.54 2.13
H -0.2976 -1.7894 0.7278 0.18 -0.02 0.14
H -0.6111 -0.8116 2.1948 -0.25 0.32 -1.06
H -2.0675 -0.7412 -0.5367 0.31 0.35 0.26
H -2.0293 0.7673 0.4357 0.14 -0.11 -0.27
H -0.4978 1.7726 -1.1814 -0.17 -0.38 0.08
H -0.5993 0.2924 -2.1890 -0.09 0.17 0.61
H 1.9308 0.8684 -0.8021 -0.67 -0.10 -0.47
H 1.2576 -0.7828 -1.0669 0.01 0.46 -0.02
```
Forces are in eV/Å.

E_tot for every record listed, in sequence, given in eV: -9374.626 -216802.146 -109374.889 -75230.499 -18621.211 -5345.502.